{"formula": "CHClN4O", "method": "ωB97M-V/def2-TZVPD", "species": ["C", "N", "N", "N", "N", "O", "Cl", "H"], "coordinates": [[1.322, 0.189, 0.164], [1.390, -0.611, -0.975], [2.229, -0.501, 1.146], [2.095, -1.528, -0.765], [2.685, -1.460, 0.603], [-0.107, 0.112, 0.526], [1.841, 1.817, -0.154], [-0.415, 1.055, 0.579]], "nbo_charge": [0.374, -0.175, -0.152, 0.088, 0.033, -0.684, 0.028, 0.490], "homo_lumo_gap_ev": [8.649, 7.605], "multiplicity": 3}

---

{"formula": "C50H60ClHfN6O8P", "method": "ωB97M-V/def2-TZVPD", "species": ["Hf", "O", "C", "C", "C", "C", "C", "C", "C", "O", "N", "N", "C", "C", "C", "C", "C", "C", "N", "H", "H", "H", "H", "H", "H", "H", "H", "H", "H", "O", "C", "O", "C", "C", "Cl", "N", "N", "C", "C", "O", "O", "C", "C", "C", "C", "C", "C", "H", "H", "H", "H", "H", "H", "O", "C", "C", "C", "C", "C", "C", "C", "C", "N", "H", "H", "H", "H", "H", "H", "H", "H", "H", "H", "H", "O", "P", "C", "C", "C", "C", "C", "C", "C", "C", "C", "C", "C", "C", "C", "C", "C", "C", "C", "C", "H", "H", "H", "H", "H", "H", "H", "H", "H", "H", "H", "H", "H", "H", "H", "H", "H", "H", "H", "H", "H", "H", "H", "H", "H", "H", "H", "H", "H", "H", "H", "H", "H"], "coordinates": [[1.232, 1.220, -0.505], [2.840, -3.095, -0.530], [2.588, -3.380, -1.834], [2.794, -4.698, -2.237], [2.556, -5.071, -3.542], [2.112, -4.134, -4.479], [1.921, -2.831, -4.085], [2.152, -2.423, -2.759], [1.905, -1.020, -2.399], [1.880, -0.685, -1.106], [1.719, -0.142, -3.328], [1.540, 1.145, -2.804], [1.682, 2.027, -3.724], [1.645, 3.466, -3.509], [1.653, 4.322, -4.602], [1.644, 5.691, -4.364], [1.649, 6.135, -3.056], [1.656, 5.195, -2.026], [1.645, 3.886, -2.240], [2.552, -2.183, -0.379], [3.140, -5.408, -1.496], [2.719, -6.098, -3.839], [1.924, -4.428, -5.503], [1.581, -2.093, -4.797], [1.863, 1.660, -4.729], [1.667, 3.928, -5.611], [1.643, 6.394, -5.186], [1.655, 7.190, -2.820], [1.680, 5.524, -0.992], [-1.957, 6.135, 0.887], [-2.701, 5.449, 0.035], [-3.817, 5.773, -0.256], [-2.103, 4.204, -0.556], [-2.762, 3.368, -1.449], [-4.262, 3.531, -2.197], [-1.976, 2.297, -1.705], [-0.793, 2.420, -1.055], [-0.883, 3.559, -0.364], [0.268, 3.891, 0.517], [0.251, 4.816, 1.297], [1.271, 3.071, 0.376], [-2.370, 1.157, -2.490], [-3.536, 0.491, -2.134], [-3.991, -0.542, -2.937], [-3.278, -0.911, -4.072], [-2.117, -0.236, -4.415], [-1.672, 0.824, -3.635], [-1.097, 5.703, 1.074], [-4.104, 0.801, -1.264], [-4.909, -1.055, -2.680], [-3.641, -1.714, -4.700], [-1.569, -0.505, -5.308], [-0.818, 1.404, -3.937], [3.354, 1.959, -0.890], [4.689, 1.404, -1.086], [5.272, 0.887, 0.205], [4.428, -0.247, 0.819], [3.541, 0.240, 1.930], [3.972, 0.093, 3.247], [3.237, 0.624, 4.286], [2.063, 1.301, 3.987], [1.683, 1.393, 2.669], [2.390, 0.878, 1.643], [3.401, 2.823, -0.454], [5.299, 2.188, -1.528], [4.556, 0.613, -1.822], [5.389, 1.715, 0.910], [6.281, 0.531, -0.012], [5.076, -1.030, 1.207], [3.832, -0.705, 0.036], [4.896, -0.437, 3.433], [3.577, 0.521, 5.309], [1.454, 1.759, 4.755], [0.772, 1.914, 2.413], [-0.118, 0.124, 0.573], [-1.095, -0.727, 1.452], [-0.097, -1.641, 2.650], [0.901, -2.609, 2.015], [2.018, -2.960, 3.010], [1.521, -2.891, 4.461], [0.063, -3.331, 4.531], [-0.855, -2.330, 3.805], [-2.120, 0.416, 2.416], [-3.383, -0.199, 3.083], [-4.646, 0.182, 2.315], [-4.883, 1.696, 2.364], [-3.558, 2.478, 2.317], [-2.481, 1.672, 1.600], [-2.086, -1.661, 0.237], [-3.008, -2.793, 0.737], [-2.324, -4.156, 0.803], [-1.733, -4.540, -0.548], [-0.722, -3.500, -1.014], [-1.323, -2.097, -1.033], [0.483, -0.807, 3.079], [1.308, -2.191, 1.093], [0.371, -3.517, 1.727], [2.870, -2.294, 2.868], [2.381, -3.964, 2.786], [1.604, -1.867, 4.849], [2.147, -3.509, 5.105], [-0.271, -3.439, 5.562], [-0.035, -4.320, 4.073], [-1.219, -1.578, 4.509], [-1.732, -2.861, 3.431], [-1.438, 0.746, 3.207], [-3.446, 0.184, 4.104], [-3.311, -1.275, 3.187], [-5.503, -0.351, 2.729], [-4.556, -0.164, 1.278], [-5.420, 1.948, 3.279], [-5.531, 1.997, 1.538], [-3.209, 2.705, 3.329], [-3.700, 3.442, 1.825], [-1.580, 2.266, 1.462], [-2.839, 1.396, 0.602], [-2.735, -0.839, -0.085], [-3.832, -2.860, 0.018], [-3.474, -2.548, 1.688], [-3.051, -4.901, 1.129], [-1.537, -4.151, 1.564], [-2.546, -4.611, -1.280], [-1.274, -5.528, -0.501], [-0.373, -3.733, -2.023], [0.169, -3.534, -0.381], [-2.062, -2.058, -1.838], [-0.564, -1.364, -1.293]], "mulliken_charge": [2.363, -0.632, 1.111, -0.673, -0.495, -0.870, -1.450, 0.401, 0.994, 0.031, -1.180, 1.316, -1.051, 0.993, -1.077, -0.521, -1.077, -0.170, 0.412, -0.813, 0.492, 0.448, 0.472, 0.428, 0.444, 0.560, 0.471, 0.476, 0.601, -0.597, 0.388, -0.547, 1.108, -0.001, -0.061, -0.773, 1.778, -1.740, 1.101, -0.813, -0.876, 0.059, -0.386, -0.841, -0.769, -0.792, -0.129, 0.366, 0.504, 0.465, 0.467, 0.466, 0.637, -0.537, -0.694, -0.989, 0.130, 0.244, -0.619, -0.873, -0.789, -0.359, 0.352, 0.352, 0.533, 0.281, 0.346, 0.495, 0.939, -0.671, 0.608, 0.479, 0.574, 0.031, 0.553, 0.813, 2.185, -0.698, -0.800, -0.608, -0.981, -0.754, 0.097, -1.285, -0.497, -1.123, -1.155, 1.459, 1.553, -1.493, -0.462, -1.520, -0.073, 0.018, -0.750, -0.832, 0.785, -0.101, 0.566, 0.059, 0.595, 0.561, 0.387, 0.468, 0.107, 0.894, 0.619, 0.396, 0.721, -0.166, 0.427, 0.349, 0.429, 0.294, -0.565, -0.895, -0.616, 0.536, 0.411, 0.506, -0.095, 0.435, 0.503, 0.511, -0.103, 0.175, -0.693], "homo_lumo_gap_ev": 7.029, "total_charge": 2}

---

{"formula": "C5H14N3P", "method": "ωB97M-V/def2-TZVPD", "species": ["H", "N", "C", "C", "C", "C", "N", "P", "C", "N", "H", "H", "H", "H", "H", "H", "H", "H", "H", "H", "H", "H", "H"], "coordinates": [[0.066, -3.119, -0.143], [-0.121, -2.089, -0.285], [-1.193, -1.526, -0.016], [-1.443, -0.102, -0.477], [-2.969, 0.190, -0.454], [-0.652, 0.809, 0.499], [0.584, 0.268, 0.987], [1.826, -0.272, -0.043], [2.634, 1.755, -0.281], [2.708, -1.271, 0.757], [-1.957, -1.981, 0.624], [-1.043, -0.156, -1.423], [-3.485, 0.055, 0.535], [-3.255, 1.263, -0.580], [-3.411, -0.358, -1.197], [-0.402, 1.786, -0.125], [-1.410, 1.071, 1.276], [0.639, -0.200, 1.868], [1.076, -0.750, -1.188], [3.697, 1.773, -0.149], [2.371, 2.189, -1.258], [2.137, 2.276, 0.549], [3.604, -1.608, 0.524]], "nbo_charge": [0.383, -0.669, 0.183, -0.319, -0.610, -0.205, -0.983, 1.625, -0.883, -1.349, 0.147, 0.217, 0.210, 0.218, 0.213, 0.197, 0.214, 0.415, -0.033, 0.213, 0.204, 0.219, 0.393], "homo_lumo_gap_ev": 9.088, "smiles": "[H]/N=C/[C@@H](C)CN[P@@H](C)=N"}

---

{"formula": "C40H55BrCeN2O4PS4SeSi", "method": "ωB97M-V/def2-TZVPD", "species": ["Ce", "C", "N", "C", "C", "N", "C", "C", "C", "C", "C", "C", "C", "S", "C", "C", "C", "C", "C", "C", "S", "H", "H", "H", "H", "H", "H", "H", "H", "H", "H", "H", "H", "H", "H", "H", "H", "H", "H", "O", "Se", "O", "O", "O", "S", "P", "S", "C", "C", "C", "C", "C", "C", "C", "C", "C", "C", "C", "C", "H", "H", "H", "H", "H", "H", "H", "H", "H", "H", "C", "C", "C", "C", "Si", "Br", "C", "C", "C", "C", "C", "C", "C", "C", "H", "H", "H", "H", "H", "H", "H", "H", "H", "H", "H", "H", "H", "H", "H", "H", "H", "H", "H", "H", "H", "H", "H", "H", "H", "H", "H"], "coordinates": [[-1.454, 0.884, 0.893], [-2.751, -0.784, -1.991], [-2.813, 0.668, -1.789], [-4.217, 1.060, -1.587], [-4.351, 2.433, -0.934], [-4.025, 2.367, 0.494], [-3.641, 3.690, 0.992], [-5.152, 1.853, 1.252], [-6.287, 2.622, 1.458], [-7.329, 2.178, 2.255], [-7.227, 0.940, 2.874], [-6.133, 0.141, 2.642], [-5.089, 0.557, 1.800], [-3.843, -0.555, 1.386], [-2.275, 1.393, -2.925], [-2.609, 1.045, -4.223], [-2.168, 1.773, -5.316], [-1.352, 2.876, -5.111], [-0.986, 3.227, -3.832], [-1.439, 2.510, -2.711], [-0.959, 3.038, -1.139], [-3.469, -1.129, -2.750], [-2.990, -1.284, -1.050], [-1.743, -1.066, -2.290], [-4.682, 0.318, -0.931], [-4.754, 1.065, -2.552], [-5.382, 2.800, -1.083], [-3.668, 3.130, -1.425], [-4.369, 4.471, 0.724], [-2.672, 3.965, 0.567], [-3.547, 3.646, 2.079], [-6.373, 3.596, 0.986], [-8.202, 2.803, 2.408], [-8.013, 0.603, 3.539], [-6.040, -0.829, 3.108], [-3.235, 0.181, -4.398], [-2.474, 1.487, -6.315], [-1.003, 3.456, -5.955], [-0.343, 4.078, -3.660], [0.663, 2.237, 4.241], [-0.176, 1.773, 2.982], [0.610, 0.720, 1.984], [-0.582, 2.977, 1.957], [-1.592, 1.032, 3.270], [-2.880, -3.602, 3.191], [-1.135, -3.019, 2.504], [-0.910, -2.126, 0.722], [-0.171, -4.580, 2.389], [0.085, -5.289, 3.555], [0.653, -6.547, 3.498], [0.960, -7.114, 2.271], [0.679, -6.419, 1.103], [0.110, -5.159, 1.161], [-0.174, -2.070, 3.746], [1.151, -1.756, 3.467], [1.871, -0.974, 4.348], [1.275, -0.519, 5.512], [-0.035, -0.860, 5.804], [-0.765, -1.636, 4.921], [-0.186, -4.855, 4.508], [0.845, -7.097, 4.411], [1.411, -8.098, 2.228], [0.896, -6.871, 0.142], [-0.130, -4.603, 0.266], [1.593, -2.111, 2.545], [2.892, -0.697, 4.118], [1.824, 0.135, 6.177], [-0.494, -0.509, 6.720], [-1.796, -1.901, 5.124], [2.880, -2.324, -2.596], [3.500, -1.568, -1.416], [2.982, -2.258, -0.148], [5.022, -1.737, -1.477], [2.964, 0.332, -1.452], [0.633, 0.111, -1.189], [3.118, 1.171, -3.239], [2.906, 2.687, -3.171], [4.499, 0.903, -3.848], [2.048, 0.649, -4.203], [3.693, 1.444, -0.016], [5.119, 1.927, -0.318], [3.730, 0.682, 1.313], [2.793, 2.665, 0.211], [3.091, -3.389, -2.501], [3.284, -1.988, -3.546], [1.803, -2.193, -2.594], [3.184, -3.328, -0.203], [1.908, -2.133, -0.044], [3.466, -1.879, 0.744], [5.276, -2.797, -1.474], [5.499, -1.271, -0.620], [5.430, -1.293, -2.381], [3.702, 3.184, -2.625], [1.949, 2.915, -2.711], [2.891, 3.096, -4.181], [5.292, 1.184, -3.163], [4.619, 1.478, -4.766], [4.611, -0.149, -4.095], [1.063, 0.963, -3.878], [2.049, -0.430, -4.274], [2.222, 1.060, -5.196], [5.787, 1.087, -0.500], [5.498, 2.487, 0.538], [5.144, 2.579, -1.185], [4.452, -0.133, 1.292], [2.742, 0.305, 1.568], [4.019, 1.366, 2.113], [2.728, 3.309, -0.658], [3.182, 3.255, 1.040], [1.785, 2.364, 0.490]], "mulliken_charge": [0.885, -1.154, 1.953, -1.337, -1.295, 1.664, -1.165, -1.244, -0.342, -0.921, -0.457, -0.849, 0.989, -0.475, -1.123, -0.591, -0.946, -0.791, -0.925, 1.606, -0.650, 0.406, 0.225, 0.250, 0.662, 0.492, 0.374, 0.696, 0.367, 0.324, 0.308, 0.281, 0.350, 0.359, 0.480, 0.293, 0.379, 0.347, 0.390, -0.906, 0.864, 0.384, -0.570, -0.614, -0.535, 1.117, -0.411, 0.307, -0.666, -0.558, -0.384, -0.670, -0.208, -0.013, -0.245, -0.247, -0.486, -0.495, -0.335, 0.341, 0.362, 0.348, 0.370, 0.369, 0.034, 0.261, 0.304, 0.342, 0.321, -2.141, 2.837, -2.107, -1.794, -1.873, 0.251, 3.038, -1.973, -2.054, -1.567, 3.053, -1.918, -2.227, -1.628, 0.594, 0.389, 0.273, 0.741, 0.075, 0.211, 0.522, 0.307, 0.299, 0.325, 0.176, 0.637, 0.348, 0.550, 0.332, 0.077, 0.173, 0.572, 0.319, 0.512, 0.313, 0.413, 0.110, 0.643, 0.310, 0.557, 0.129], "homo_lumo_gap_ev": [5.852, 5.871], "multiplicity": 2, "total_charge": -2}

---

Here are the calculated ΔE to the lowest compared entry with this formula, charge and spin numbers, same order: 0.0, 14.4, 19.8, 0.5 (kcal/mol).